{"formula": "C5H10O", "method": "the ωB97M-V functional and the def2-TZVPD basis", "gap_ev": 9.440, "e_above_lowest_ev": 3.9667, "homo_energy_ev": -8.5, "e_tot_ha": -271.60684, "spin_multiplicity": 1, "species": ["O", "C", "C", "C", "C", "C", "H", "H", "H", "H", "H", "H", "H", "H", "H", "H"], "positions_angstrom": [[2.52, 0.20, 0.80], [1.82, -0.74, 0.02], [0.68, -0.07, -0.74], [-0.19, 0.75, 0.20], [-1.70, -0.24, 0.53], [-1.55, 1.00, -0.33], [1.83, 0.78, 1.17], [1.42, -1.56, 0.64], [2.54, -1.18, -0.68], [0.14, -0.79, -1.37], [1.10, 0.69, -1.41], [-0.65, -0.22, 1.12], [-1.79, -1.19, 0.00], [-2.36, -0.13, 1.39], [-1.72, 0.81, -1.39], [-2.08, 1.88, 0.03]]}

---

{"formula": "H7PSi2", "method": "the ωB97M-V functional and the def2-TZVPD basis", "gap_ev": [8.575, 6.362], "e_above_lowest_ev": 0.0000, "homo_energy_ev": [-7.9, -9.4], "e_tot_ha": -924.29951, "spin_multiplicity": 3, "species": ["Si", "Si", "P", "H", "H", "H", "H", "H", "H", "H"], "positions_angstrom": [[1.76, -0.17, -0.28], [-1.73, -0.03, 0.01], [0.00, -1.32, 0.58], [1.46, 1.29, 0.08], [1.60, -0.13, -1.74], [3.20, -0.65, 0.02], [-2.18, 1.10, 1.03], [-1.39, 0.61, -1.43], [-2.91, -1.08, -0.28], [0.19, 0.39, 2.01]]}

---

{"formula": "C4H7NO", "method": "the ωB97M-V functional and the def2-TZVPD basis", "gap_ev": 7.372, "e_above_lowest_ev": 3.0754, "homo_energy_ev": -7.4, "e_tot_ha": -286.51863, "spin_multiplicity": 1, "species": ["C", "C", "C", "N", "C", "O", "H", "H", "H", "H", "H", "H", "H"], "positions_angstrom": [[-1.49, -1.30, -0.77], [-0.55, -0.19, -0.42], [0.92, 1.32, 1.42], [1.41, 1.07, 0.28], [0.79, -0.36, -0.55], [1.65, -1.11, -0.96], [-1.86, -1.26, -1.80], [-1.00, -2.26, -0.62], [-2.36, -1.26, -0.10], [-0.94, 0.79, -0.18], [0.32, 0.55, 1.90], [1.05, 2.27, 1.94], [2.06, 1.73, -0.14]]}

---

{"formula": "C6H12N2OPPd", "method": "the ωB97M-V functional and the def2-TZVPD basis", "gap_ev": [4.715, 7.276], "e_above_lowest_ev": 0.0256, "homo_energy_ev": [-7.1, -13.3], "e_tot_ha": -889.33905, "spin_multiplicity": 5, "total_charge": 1, "species": ["C", "C", "C", "C", "C", "Pd", "P", "H", "H", "H", "H", "H", "H", "H", "H", "N", "C", "N", "O", "H", "H", "H", "H"], "positions_angstrom": [[-1.28, 0.49, -1.57], [-0.54, -0.47, -2.37], [0.80, -0.05, -2.46], [0.95, 1.20, -1.78], [-0.32, 1.59, -1.24], [-0.50, 0.17, 0.40], [-1.79, -1.11, 1.68], [-2.35, 0.60, -1.48], [-0.96, -1.33, -2.87], [1.57, -0.51, -3.05], [-0.61, 2.56, -0.85], [1.83, 1.82, -1.80], [-1.17, -2.20, 2.35], [-2.94, -1.69, 1.07], [-2.29, -0.29, 2.73], [2.34, 0.79, 3.33], [2.04, -0.19, 2.44], [2.42, -1.44, 2.82], [1.51, 0.05, 1.33], [2.73, 0.56, 4.23], [2.21, 1.75, 3.04], [2.44, -2.16, 2.11], [2.88, -1.58, 3.71]]}

---

Repeat the first record exactly.
{"formula": "C5H10O", "method": "the ωB97M-V functional and the def2-TZVPD basis", "gap_ev": 9.440, "e_above_lowest_ev": 3.9667, "homo_energy_ev": -8.5, "e_tot_ha": -271.60684, "spin_multiplicity": 1, "species": ["O", "C", "C", "C", "C", "C", "H", "H", "H", "H", "H", "H", "H", "H", "H", "H"], "positions_angstrom": [[2.52, 0.20, 0.80], [1.82, -0.74, 0.02], [0.68, -0.07, -0.74], [-0.19, 0.75, 0.20], [-1.70, -0.24, 0.53], [-1.55, 1.00, -0.33], [1.83, 0.78, 1.17], [1.42, -1.56, 0.64], [2.54, -1.18, -0.68], [0.14, -0.79, -1.37], [1.10, 0.69, -1.41], [-0.65, -0.22, 1.12], [-1.79, -1.19, 0.00], [-2.36, -0.13, 1.39], [-1.72, 0.81, -1.39], [-2.08, 1.88, 0.03]]}

---

What did the second record say?
{"formula": "H7PSi2", "method": "the ωB97M-V functional and the def2-TZVPD basis", "gap_ev": [8.575, 6.362], "e_above_lowest_ev": 0.0000, "homo_energy_ev": [-7.9, -9.4], "e_tot_ha": -924.29951, "spin_multiplicity": 3, "species": ["Si", "Si", "P", "H", "H", "H", "H", "H", "H", "H"], "positions_angstrom": [[1.76, -0.17, -0.28], [-1.73, -0.03, 0.01], [0.00, -1.32, 0.58], [1.46, 1.29, 0.08], [1.60, -0.13, -1.74], [3.20, -0.65, 0.02], [-2.18, 1.10, 1.03], [-1.39, 0.61, -1.43], [-2.91, -1.08, -0.28], [0.19, 0.39, 2.01]]}

---

Repeat the fourth record exactly.
{"formula": "C6H12N2OPPd", "method": "the ωB97M-V functional and the def2-TZVPD basis", "gap_ev": [4.715, 7.276], "e_above_lowest_ev": 0.0256, "homo_energy_ev": [-7.1, -13.3], "e_tot_ha": -889.33905, "spin_multiplicity": 5, "total_charge": 1, "species": ["C", "C", "C", "C", "C", "Pd", "P", "H", "H", "H", "H", "H", "H", "H", "H", "N", "C", "N", "O", "H", "H", "H", "H"], "positions_angstrom": [[-1.28, 0.49, -1.57], [-0.54, -0.47, -2.37], [0.80, -0.05, -2.46], [0.95, 1.20, -1.78], [-0.32, 1.59, -1.24], [-0.50, 0.17, 0.40], [-1.79, -1.11, 1.68], [-2.35, 0.60, -1.48], [-0.96, -1.33, -2.87], [1.57, -0.51, -3.05], [-0.61, 2.56, -0.85], [1.83, 1.82, -1.80], [-1.17, -2.20, 2.35], [-2.94, -1.69, 1.07], [-2.29, -0.29, 2.73], [2.34, 0.79, 3.33], [2.04, -0.19, 2.44], [2.42, -1.44, 2.82], [1.51, 0.05, 1.33], [2.73, 0.56, 4.23], [2.21, 1.75, 3.04], [2.44, -2.16, 2.11], [2.88, -1.58, 3.71]]}